Molecular formula: C49H47B2F4N7O8Tl
Method: DFT, ωB97M-V/def2-TZVPD

Its net charge is +1. For the HOMO energy, the calculation gives -0.414 Eh. As for the LUMO energy: -3.8 eV. As for the HOMO-LUMO gap: 7.4 eV.

The geometry in XYZ format:
```
118
C49H47B2F4N7O8Tl | the Open Molecules 2025 dataset | ωB97M-V/def2-TZVPD
C -3.93132 5.24487 0.53624
H -3.20094 -0.39239 0.56935
C -3.29227 -3.41585 -0.11998
H 3.24765 1.00299 -1.98326
N -2.22035 3.51553 0.33379
C 1.54412 -1.60679 0.35303
C 5.18237 -0.73955 -0.36698
C -4.31206 0.38317 -1.09221
H -4.82177 4.22707 3.38351
C 5.84823 2.51373 -5.43051
H 1.61696 -4.27765 5.03400
H 6.26563 1.00647 0.25203
H 1.92442 -3.06989 -3.54230
H -0.16364 -6.06759 -2.61731
H -3.92690 -2.80536 -0.74633
C -1.30373 -1.89693 -0.61785
Tl -1.36520 1.42211 0.87762
F -2.36897 -0.49754 2.25967
C -1.94271 -3.11829 0.04167
H -4.10038 5.80034 1.45873
C 0.75568 2.13104 4.94074
C -3.26173 -0.32030 -0.51565
H 3.86996 -2.35411 -0.86798
F 0.31176 5.65246 -0.82598
H 1.12479 -4.49879 -4.19993
C -3.68102 -0.46627 -3.24161
H 2.72597 3.59329 3.28849
C -0.12785 -2.22731 -1.56887
C -2.61682 -1.15427 -2.66827
O -0.77089 -1.09483 0.50279
B -0.24157 4.81803 0.09107
H 2.89867 -3.87798 0.97622
C -4.52381 0.31310 -2.46306
C -1.25828 1.92216 -2.36229
N 0.40729 2.85495 1.31327
H 1.33788 3.24973 -5.11677
C -5.11616 3.47157 2.65152
N -0.73911 1.39748 3.15385
C 2.21484 2.79164 -4.68403
C 4.23136 1.03481 0.93666
H -3.85617 -0.55046 -4.30617
C 0.25690 2.09901 3.53724
H -0.53970 2.47352 -4.37021
C -3.92829 3.02264 1.87116
H -5.85781 3.92067 1.99251
C 0.84784 -4.26934 -2.08568
H -1.10345 -5.69993 2.07043
C -2.38574 -1.07348 -1.30221
C 1.52325 -2.37648 1.66569
C -3.07987 -5.34309 1.30420
C 4.58080 2.37706 -4.76509
H -0.09488 -5.75782 -0.87333
C 1.68259 -4.11542 -3.34689
N 6.85942 2.62077 -5.96362
H 0.24022 -2.22923 4.79424
C 5.31693 0.48708 0.26718
H 4.33355 1.98692 1.44141
C 0.83128 -2.59263 3.96336
C 1.81707 4.06222 2.90445
C 3.28542 1.55060 -2.91575
H 2.05747 4.69562 2.05767
C 3.43278 2.92711 -5.32559
O -0.34253 -3.47214 -2.18670
C 0.71976 1.60043 -1.53917
N -0.56022 1.54981 -1.23614
F -0.55442 5.38071 1.32619
C -1.72901 -5.06316 1.45817
C 0.79851 -1.91013 2.75655
O -1.53150 4.30821 -0.52175
C 0.84532 3.01094 2.49903
C -1.16806 -3.96768 0.82639
H 0.17139 -1.03705 2.67104
F -3.24114 -0.69093 4.41512
C -0.37469 2.17435 -3.35310
H -3.27866 5.81517 -0.11611
H -2.33012 1.98764 -2.37597
B -2.69429 0.12427 3.49363
H -4.90636 -4.73250 0.36303
H -0.09525 -1.43145 -2.31942
H -5.55079 2.63213 3.18522
C 2.31407 -3.51263 1.80907
H 2.95665 -5.07970 3.11308
N 0.88664 1.96427 -2.81846
H 1.35508 -6.31731 -1.73977
O 0.78163 3.71781 0.33123
N -3.29952 1.93905 2.11862
H 0.29899 1.33375 5.51789
C 2.86819 -0.84774 0.29734
C 3.02045 0.35894 0.97291
C 1.59784 -3.74015 4.09542
C 2.34456 -4.19272 3.01651
O -1.41469 0.67856 4.05776
C 2.14260 2.10033 -3.48345
H 2.18844 0.76733 1.52984
C 4.50158 1.69268 -3.55600
H -0.11173 -3.78989 0.94819
H 1.39965 4.67237 3.70533
H -1.99377 -1.78047 -3.29336
C 0.46158 -5.69795 -1.80593
H 1.84029 2.01981 4.95467
H -4.98878 0.94680 -0.46139
H -3.52139 -6.19767 1.79918
H 5.39320 1.26659 -3.11799
H -4.90021 5.10489 0.05234
H 6.02958 -1.18680 -0.87021
H 1.95666 -1.87907 -1.70808
H 1.52604 1.43204 -0.85121
H 2.60972 -4.67912 -3.24952
C 3.96064 -1.39847 -0.36480
C -3.31889 3.92143 0.83363
O -3.68259 1.20508 3.16971
C -3.85501 -4.52112 0.50494
H 3.49614 3.46888 -6.25869
H -5.35240 0.84040 -2.91647
O 1.53182 -3.73824 -0.95112
O 0.54892 -0.56043 0.30062
H 0.51437 3.08625 5.41046
C 1.29602 -2.35661 -0.97638
```

Results of the Löwdin charge analysis, in e, for atoms 1 through 99: 0.027 0.096 -0.001 0.096 -0.012 -0.250 -0.060 -0.056 0.112 -0.171 0.108 0.112 0.088 0.103 0.116 -0.211 1.196 0.080 -0.101 0.105 0.026 -0.088 0.124 0.205 0.100 -0.048 0.099 -0.148 -0.006 -0.098 -1.086 0.118 -0.071 -0.080 -0.014 0.114 0.021 0.012 0.011 -0.055 0.115 -0.206 0.128 -0.209 0.094 -0.548 0.113 -0.173 -0.148 -0.065 -0.217 0.082 0.029 0.176 0.113 -0.073 0.107 -0.045 0.029 0.018 0.097 -0.001 0.013 -0.101 0.023 0.163 -0.052 -0.011 0.040 -0.222 -0.010 0.093 0.235 0.012 0.097 0.115 -1.067 0.109 0.155 0.094 -0.021 0.110 0.039 0.101 0.026 0.005 0.092 -0.138 -0.028 -0.068 -0.055 0.086 -0.150 0.102 -0.001 0.100 0.108 0.126 0.040